(1)
{"formula": "C4H13N2O", "method": "the ωB97M-V functional and the def2-TZVPD basis", "elements": ["H", "H", "H", "N", "N", "C", "H", "H", "C", "C", "H", "H", "C", "H", "H", "H", "H", "H", "O", "H"], "coordinates": [[-0.60314, 0.92507, 1.00529], [0.64355, -3.84041, 1.00326], [-0.46223, 3.51423, -1.71737], [-1.48280, 2.37717, -0.26167], [1.87050, -2.28114, 0.28052], [0.86485, -3.31228, 0.07783], [-2.39609, 0.96963, 1.02466], [2.83182, -2.46567, 0.04365], [1.62398, -1.20083, 1.03511], [-1.50384, 1.03183, 0.40952], [2.50426, -0.55551, 1.18310], [-0.04787, -2.84527, -0.28467], [-0.37876, 2.53401, -1.25827], [-0.49349, 1.75189, -2.00230], [0.56875, 2.42133, -0.74110], [-1.52193, 0.27437, -0.36757], [-1.41888, 3.10699, 0.44904], [1.23216, -4.01086, -0.66879], [0.53870, -0.93434, 1.53140], [-2.36954, 2.53976, -0.74164]], "forces_ev_per_angstrom": [[0.01, -0.11, 0.06], [-0.01, -0.02, 0.03], [0.08, 0.01, -0.02], [-0.15, 0.01, -0.08], [0.11, 0.02, 0.14], [0.09, 0.12, -0.13], [0.03, -0.03, 0.06], [-0.08, -0.04, -0.05], [0.01, -0.04, 0.22], [-0.02, 0.18, -0.10], [0.01, -0.03, -0.05], [-0.06, -0.08, 0.00], [-0.07, -0.03, 0.12], [0.03, 0.01, -0.04], [0.03, 0.02, 0.00], [-0.01, -0.04, 0.02], [0.07, -0.01, 0.00], [-0.04, -0.03, 0.02], [-0.01, 0.15, -0.27], [-0.01, -0.07, 0.06]], "nbo_charge": [0.27, 0.21, 0.24, -0.48, -0.59, -0.42, 0.24, 0.41, 0.52, -0.42, 0.12, 0.21, -0.42, 0.23, 0.24, 0.23, 0.43, 0.22, -0.67, 0.43], "charge": 1, "mol_weight_g_mol": 105.2, "lumo_ev": -3.375, "fmax_ev_per_a": 0.307}

=====

(2)
{"formula": "C4H13N2O", "method": "the ωB97M-V functional and the def2-TZVPD basis", "elements": ["H", "H", "C", "H", "H", "O", "H", "N", "H", "N", "H", "C", "H", "H", "H", "H", "H", "C", "H", "C"], "coordinates": [[-2.05421, -2.49542, -0.46401], [-2.07740, 0.73031, -0.17707], [-1.83292, -1.81693, 0.29767], [-1.58465, -2.34326, 1.23014], [0.57766, -2.66900, -1.91774], [0.74188, 2.70383, -0.15623], [0.86086, -1.05238, -2.07861], [0.32835, -1.76329, -1.62351], [0.60162, 3.58675, -0.50949], [-1.10817, 0.39306, -0.05538], [1.23702, 3.14543, 1.87445], [0.62483, -1.40653, -0.16052], [-2.73941, -1.33665, 0.56885], [0.74027, -2.35509, 0.42059], [2.46424, 3.00564, 0.58248], [1.52884, 1.53875, 1.08180], [-0.56040, 1.18454, 0.10343], [-0.78716, -0.86638, -0.08500], [1.44863, -0.80252, 0.05919], [1.59011, 2.61915, 1.00898]], "forces_ev_per_angstrom": [[-0.18, -1.36, -1.09], [0.46, -1.02, 0.28], [-0.34, -0.23, 0.82], [0.52, -0.02, -0.43], [0.49, -1.21, -0.16], [-1.75, -0.12, -0.31], [0.09, 0.11, -1.26], [0.51, 2.28, 1.93], [0.22, 0.17, 0.31], [-2.02, -0.67, -0.68], [-0.23, 0.21, 0.39], [-2.67, -2.73, -0.96], [-0.89, 0.76, -0.12], [-0.35, 0.94, -0.30], [2.12, 0.14, 0.65], [1.00, -0.07, 1.04], [2.36, 1.46, -0.39], [0.99, 0.59, 2.33], [1.10, 1.27, -0.15], [-1.43, -0.51, -1.91]], "nbo_charge": [0.27, 0.42, -0.69, 0.27, 0.40, -0.79, 0.39, -0.77, 0.49, -0.66, 0.19, -0.29, 0.24, 0.24, 0.20, 0.16, 0.45, 0.51, 0.23, -0.23], "charge": 1, "mol_weight_g_mol": 105.2, "lumo_ev": -3.669, "fmax_ev_per_a": 3.937}

=====

(3)
{"formula": "C4H13N2O", "method": "the ωB97M-V functional and the def2-TZVPD basis", "elements": ["H", "N", "H", "N", "C", "H", "C", "H", "H", "C", "H", "H", "O", "H", "C", "H", "H", "H", "H", "H"], "coordinates": [[2.36651, -0.50736, 0.51329], [-3.26872, -0.21253, -1.81015], [-4.30808, -0.43356, -1.82959], [1.47253, -0.62107, -0.14236], [-1.14796, 0.10396, -0.86050], [-2.82088, -0.15949, -2.61360], [0.55072, -0.10536, 0.95932], [1.45922, -0.10978, -0.96842], [1.17493, -1.56840, -0.33867], [-0.42924, 0.85359, 0.30130], [1.09152, 0.51001, 1.81654], [-3.07394, 0.00002, 0.21511], [3.40294, -0.01396, 1.74347], [3.68771, 0.48334, 2.44362], [-2.50878, -0.15871, -0.72415], [0.08533, -1.11384, 1.31975], [0.10161, 1.64435, -0.17991], [-1.16708, 1.25574, 1.03481], [3.99812, -0.00894, 1.03710], [-0.66647, 0.16199, -1.91697]], "forces_ev_per_angstrom": [[-1.33, -0.72, -1.99], [-5.37, -1.46, 3.14], [2.34, 0.34, 0.22], [1.83, -0.52, 4.78], [-0.93, 0.47, 0.26], [2.04, 0.23, -4.70], [-1.15, 0.30, 1.66], [0.15, 1.46, -1.69], [0.42, -0.22, -0.13], [-1.59, -2.29, -0.61], [-0.55, -1.94, -1.92], [0.74, -0.49, -0.38], [-2.81, -2.44, -1.75], [1.32, 2.04, 2.64], [1.94, 1.99, 0.22], [0.52, 2.33, -0.08], [0.54, 0.95, 0.12], [0.72, -0.24, -0.53], [2.25, 0.37, -1.08], [-1.09, -0.15, 1.84]], "nbo_charge": [0.48, -0.75, 0.41, -0.73, -0.46, 0.38, -0.22, 0.43, 0.44, -0.45, 0.24, 0.21, -0.94, 0.51, 0.08, 0.23, 0.21, 0.24, 0.49, 0.19], "charge": 1, "mol_weight_g_mol": 105.2, "lumo_ev": -3.015, "fmax_ev_per_a": 6.392}

=====

(4)
{"formula": "C4H13N2O", "method": "the ωB97M-V functional and the def2-TZVPD basis", "elements": ["H", "H", "H", "C", "C", "H", "C", "H", "H", "H", "N", "H", "H", "H", "C", "H", "H", "O", "N", "H"], "coordinates": [[1.79104, 2.29561, 2.25113], [-0.99279, 0.26039, -1.43141], [2.34437, -0.83921, 0.45900], [1.25842, 1.05452, 0.52847], [0.04852, -0.97823, -0.11504], [-0.09094, -2.02249, -0.59827], [2.09594, 1.50689, 1.48395], [3.17538, 1.45174, 1.40035], [-1.43606, 0.54126, 0.13907], [-0.16884, -1.18264, 0.97055], [0.33667, 1.94412, -0.12325], [-2.05945, -0.75725, -0.67273], [0.90368, 2.45880, -0.83449], [-2.75923, -2.92954, -1.33234], [1.49823, -0.34212, -0.12042], [-3.62877, -2.52991, -0.18732], [-0.07123, 2.57799, 0.45391], [-2.85106, -2.23796, -0.57708], [-1.22442, -0.18198, -0.53434], [1.83052, -0.08999, -1.15974]], "forces_ev_per_angstrom": [[0.26, -0.46, -1.77], [-0.31, 0.38, 0.46], [-1.75, 0.04, -0.84], [2.27, 0.02, 0.57], [-0.66, -2.93, 1.83], [0.61, 1.95, 0.44], [-0.75, 1.75, 0.83], [0.07, -1.70, 0.85], [0.23, 0.40, -0.10], [0.23, 0.07, -0.97], [0.87, -2.38, -2.88], [0.10, -0.89, 0.24], [-0.79, -0.45, 0.91], [0.02, 1.83, 1.74], [-0.83, 2.70, -1.19], [-2.49, -0.59, 1.55], [-1.18, 2.44, 2.20], [2.12, -1.63, -3.36], [2.14, 0.28, -1.02], [-0.16, -0.83, 0.51]], "nbo_charge": [0.21, 0.44, 0.28, 0.14, -0.23, 0.24, -0.41, 0.23, 0.44, 0.23, -0.91, 0.46, 0.40, 0.51, -0.47, 0.50, 0.38, -0.96, -0.69, 0.22], "charge": 1, "mol_weight_g_mol": 105.2, "lumo_ev": -3.090, "fmax_ev_per_a": 4.291}

=====

(5)
{"formula": "C4H13N2O", "method": "the ωB97M-V functional and the def2-TZVPD basis", "elements": ["H", "H", "N", "H", "C", "O", "N", "H", "C", "H", "H", "C", "H", "H", "H", "C", "H", "H", "H", "H"], "coordinates": [[-0.50010, 1.33319, 0.17052], [3.75231, -0.83901, 2.06969], [3.01377, -1.44347, 2.37589], [2.35359, -1.62828, 1.63141], [-0.09151, -0.37227, -1.01593], [-2.45768, 0.37755, 1.86808], [1.53867, 1.04248, -2.26973], [0.25131, -0.39279, -3.08576], [-0.60983, 0.30097, 0.24810], [-0.60756, 1.03446, -2.54392], [-3.25391, 0.96345, 1.86357], [-2.16788, -0.06086, 0.47580], [0.03544, -1.49564, -1.06775], [3.41000, -2.22725, 2.87542], [-2.76102, 0.44021, -0.27192], [0.23889, 0.34916, -2.32976], [-0.16421, -0.05787, 1.22898], [1.91385, 0.57097, -1.47473], [1.49124, 1.96732, -1.94527], [-2.34455, -1.18425, 0.59270]], "forces_ev_per_angstrom": [[0.04, 1.84, -0.12], [0.19, 0.13, -0.19], [-0.29, 0.60, 0.32], [0.48, -0.54, 0.27], [-0.53, 0.66, 0.80], [-0.33, 0.55, -2.22], [-0.71, -1.97, 0.53], [0.18, -0.57, -0.89], [0.65, -2.92, -0.64], [0.40, -0.15, 0.12], [0.96, -0.61, -0.06], [-0.06, -1.27, 2.99], [-0.24, 1.21, 0.42], [-0.39, -0.21, -0.43], [-0.35, -0.05, -0.12], [-1.61, 0.22, 0.99], [-0.18, 0.05, -1.27], [1.90, -0.31, 0.37], [-0.56, 1.84, 0.19], [0.45, 1.50, -1.05]], "nbo_charge": [0.24, 0.37, -1.09, 0.34, 0.40, -0.70, -0.68, 0.23, -0.57, 0.26, 0.50, -0.03, 0.23, 0.39, 0.20, -0.36, 0.32, 0.35, 0.38, 0.22], "charge": 1, "mol_weight_g_mol": 105.2, "lumo_ev": -7.449, "fmax_ev_per_a": 3.254}

=====

(6)
{"formula": "C4H13N2O", "method": "the ωB97M-V functional and the def2-TZVPD basis", "elements": ["H", "N", "N", "H", "H", "H", "H", "C", "C", "C", "H", "H", "H", "H", "H", "H", "O", "C", "H", "H"], "coordinates": [[-2.71699, -0.11957, -0.95948], [0.58422, -2.36658, -0.63455], [-3.63928, -0.06277, -1.34734], [1.86712, 1.83522, 2.70239], [1.14580, 2.29359, 0.35701], [0.29784, -2.08418, 0.31006], [1.99581, -0.87712, -0.91140], [0.11963, 0.09353, -0.71658], [0.92357, -0.98424, -1.22231], [0.77248, 1.65371, 1.17140], [0.63276, -0.49579, 1.23941], [-3.71592, 0.58396, -2.11258], [-0.33621, -2.59633, -1.02205], [-0.11426, 1.00058, -1.27278], [0.93070, -1.19325, -2.30664], [-0.95618, 0.44654, 1.04279], [1.90969, 1.23346, 1.94811], [0.09128, 0.32116, 0.77601], [0.09666, 2.23735, 1.79674], [-4.38442, -0.10336, -0.67608]], "forces_ev_per_angstrom": [[-0.10, 0.15, 0.20], [-1.13, 2.07, 0.65], [0.37, -0.62, -0.39], [0.62, -0.33, 0.23], [-0.44, -0.36, -0.06], [0.40, -1.10, 0.25], [-0.58, 0.76, -0.04], [2.48, 1.64, 2.46], [0.04, -2.90, -1.44], [1.42, 0.27, 0.47], [-0.42, 0.06, 0.60], [-0.25, 0.15, 0.24], [0.26, -0.28, -0.29], [-0.67, -0.48, -0.63], [0.02, 0.92, 0.33], [-0.29, -0.42, 0.42], [-0.96, 0.81, -0.21], [-0.65, -0.63, -2.53], [-0.10, -0.04, -0.22], [-0.01, 0.32, -0.04]], "nbo_charge": [0.32, -0.69, -1.09, 0.49, 0.20, 0.34, 0.34, 0.42, -0.44, -0.06, 0.26, 0.38, 0.37, 0.23, 0.27, 0.30, -0.69, -0.56, 0.21, 0.39], "charge": 1, "mol_weight_g_mol": 105.2, "lumo_ev": -7.500, "fmax_ev_per_a": 3.862}